(1)
DFT (the ωB97M-V functional and the def2-TZVPD basis) results for C38H30BrCl4KNO2PS as an isolated structure in a non-equilibrium geometry.

The value obtained for the energy above the lowest of the compared OMol25 structures with the same formula, charge and spin is 21.5 kcal per mole. The total energy comes out at -7425.66868 Ha. The value obtained for the HOMO-LUMO gap is 5.56 eV. For the HOMO energy, the calculation gives -1.63 eV.

The geometry in ORCA input format:
```
! wB97M-V def2-TZVPD RIJCOSX def2/J DEFGRID3
* xyz -2 1
K 0.259 1.348 1.085
Cl -0.243 4.270 2.303
C -1.155 5.514 1.514
C -2.024 6.260 2.284
C -2.793 7.261 1.707
C -2.674 7.491 0.344
C -1.794 6.742 -0.412
Cl -1.708 7.102 -2.114
C -0.966 5.714 0.118
S 0.145 4.818 -0.816
H -2.097 6.052 3.344
H -3.474 7.851 2.308
H -3.270 8.256 -0.138
Br 2.398 1.780 4.073
C 1.653 0.245 4.947
C 2.436 -0.372 5.884
C 1.937 -1.511 6.546
C 0.686 -1.976 6.252
C -0.128 -1.335 5.287
C -1.416 -1.814 4.971
C -2.159 -1.171 4.016
C -1.662 -0.024 3.367
C -0.413 0.536 3.608
C 0.347 -0.173 4.591
H 3.425 0.005 6.106
H 2.558 -2.013 7.279
H 0.297 -2.860 6.751
H -1.798 -2.690 5.488
H -3.146 -1.555 3.762
H -2.317 0.443 2.626
C 3.824 2.075 -2.189
P 2.897 1.462 -0.707
C 4.124 1.918 0.590
C 3.241 -0.329 -0.934
C 4.468 -0.933 -0.666
C 4.641 -2.295 -0.854
C 3.586 -3.074 -1.311
C 2.365 -2.484 -1.596
C 2.198 -1.118 -1.412
H 4.811 1.613 -2.254
H 3.919 3.160 -2.118
H 3.251 1.838 -3.086
H 5.160 1.778 0.276
H 3.925 1.334 1.489
H 3.964 2.970 0.835
H 5.302 -0.344 -0.300
H 5.598 -2.757 -0.636
H 3.715 -4.142 -1.440
H 1.535 -3.093 -1.933
H 1.241 -0.655 -1.628
Cl -4.688 -0.156 -2.551
C -3.599 -0.305 -3.887
C -3.942 0.282 -5.089
C -3.087 0.172 -6.173
C -1.880 -0.484 -6.022
C -1.538 -1.058 -4.807
Cl 0.072 -1.681 -4.664
C -2.410 -1.041 -3.702
N -2.189 -1.611 -2.458
C -1.747 -2.894 -2.170
C -1.758 -3.907 -3.136
C -1.318 -5.186 -2.839
C -0.900 -5.492 -1.555
C -0.992 -4.521 -0.566
C -1.425 -3.228 -0.831
C -1.620 -2.261 0.310
C -0.664 -1.040 0.279
O 0.390 -1.095 0.920
O -1.053 -0.057 -0.425
H -4.880 0.813 -5.166
H -3.351 0.617 -7.123
H -1.167 -0.527 -6.834
H -2.125 -0.931 -1.671
H -2.123 -3.683 -4.129
H -1.310 -5.946 -3.612
H -0.538 -6.483 -1.310
H -0.729 -4.773 0.454
H -1.458 -2.774 1.257
H -2.643 -1.871 0.288
*
```



(2)
DFT (the ωB97M-V functional and the def2-TZVPD basis) results for C38H30BrI2KN5O2P2Se as an isolated structure in a non-equilibrium geometry.

The value obtained for the energy above the lowest of the compared OMol25 structures with the same formula, charge and spin is 13.4 kcal per mole. The total energy comes out at -8743.96930 Ha. The value obtained for the HOMO-LUMO gap is 6.45 eV. For the HOMO energy, the calculation gives -4.43 eV.

The geometry in ORCA input format:
```
! wB97M-V def2-TZVPD RIJCOSX def2/J DEFGRID3
* xyz -1 1
K 0.813 -1.965 -0.386
Br -2.507 0.295 -2.640
C -1.623 -1.215 -3.407
C -2.276 -1.900 -4.411
C -1.584 -2.951 -5.003
C -0.301 -3.237 -4.584
C 0.249 -2.492 -3.546
N -0.418 -1.489 -2.948
C 1.675 -2.772 -3.072
O 2.557 -2.439 -3.878
O 1.767 -3.281 -1.929
H -3.270 -1.617 -4.720
H -2.049 -3.526 -5.793
H 0.286 -4.021 -5.042
N -1.336 1.034 0.744
P -1.827 -0.655 0.927
C -3.643 -0.376 0.990
C -4.190 0.593 1.836
C -5.560 0.803 1.863
C -6.398 0.039 1.054
C -5.862 -0.930 0.221
C -4.486 -1.133 0.187
C -1.551 -0.900 2.725
C -2.376 -1.783 3.421
C -2.163 -2.028 4.767
C -1.113 -1.408 5.431
C -0.273 -0.549 4.740
C -0.492 -0.297 3.392
P 0.140 1.273 -0.139
C -0.244 2.837 -1.037
C -1.290 3.691 -0.692
C -1.517 4.858 -1.410
C -0.698 5.192 -2.480
C 0.355 4.356 -2.825
C 0.576 3.189 -2.108
C 1.224 2.051 1.141
C 2.603 1.926 0.985
C 3.474 2.528 1.888
C 2.969 3.250 2.959
C 1.593 3.370 3.126
C 0.726 2.775 2.222
H -2.096 1.511 0.273
H -3.535 1.167 2.480
H -5.979 1.549 2.527
H -7.469 0.202 1.079
H -6.514 -1.530 -0.402
H -4.063 -1.887 -0.466
H -3.179 -2.299 2.908
H -2.803 -2.727 5.291
H -0.931 -1.624 6.477
H 0.563 -0.078 5.244
H 0.171 0.372 2.862
H -1.931 3.467 0.154
H -2.338 5.507 -1.131
H -0.881 6.099 -3.043
H 0.998 4.599 -3.662
H 1.401 2.549 -2.394
H 2.995 1.342 0.160
H 4.544 2.417 1.763
H 3.645 3.715 3.668
H 1.196 3.926 3.968
H -0.347 2.849 2.362
I 3.420 -1.173 2.541
C 3.740 -3.251 2.849
I 5.265 -4.081 1.628
H 2.813 -3.771 2.621
H 4.040 -3.393 3.878
Se 0.296 -4.102 2.789
C -1.149 -5.006 2.169
N -2.082 -5.589 1.789
N 3.069 2.119 -5.251
C 3.348 1.355 -4.438
C 3.693 0.434 -3.387
C 4.959 -0.128 -3.295
C 5.213 -0.998 -2.254
C 4.212 -1.243 -1.327
N 3.002 -0.683 -1.388
C 2.745 0.100 -2.426
H 5.714 0.109 -4.034
H 6.172 -1.489 -2.156
H 4.391 -1.918 -0.497
H 1.734 0.486 -2.502
*
```



(3)
DFT (the ωB97M-V functional and the def2-TZVPD basis) results for C38H30ClIN9NiO4S4 as an isolated structure.

Its expectation value of S² is 2.005. The value obtained for the energy above the lowest of the compared OMol25 structures with the same formula, charge and spin is 15.6 kcal per mole. The total energy comes out at -6118.98008 Ha. The value obtained for the HOMO-LUMO gap (alpha / beta) is 6.75 / 6.80 eV. For the HOMO energy (alpha / beta), the calculation gives -4.75 / -4.81 eV.

The geometry in ORCA input format:
```
! wB97M-V def2-TZVPD RIJCOSX def2/J DEFGRID3
* xyz -1 3
Ni -0.920 -0.545 0.362
Cl -6.871 -2.838 -2.063
C -5.467 -2.528 -1.065
C -5.137 -3.421 -0.082
C -4.029 -3.188 0.740
I -3.509 -4.565 2.224
C -3.204 -2.066 0.615
O -2.188 -1.818 1.360
C -3.565 -1.157 -0.456
N -2.723 -0.105 -0.639
C -2.957 0.764 -1.593
C -4.043 0.619 -2.473
C -4.891 -0.443 -2.334
C -4.681 -1.377 -1.295
H -5.729 -4.316 0.048
H -2.259 1.588 -1.672
H -4.179 1.340 -3.269
H -5.714 -0.598 -3.019
N 3.264 -0.116 -6.153
C 2.725 0.384 -4.969
C 1.462 -0.026 -4.535
C 0.930 0.466 -3.361
C 1.662 1.379 -2.608
C 2.900 1.823 -3.041
C 3.424 1.338 -4.226
S 0.992 1.925 -1.073
O -0.322 2.459 -1.346
O 1.937 2.813 -0.444
N 0.754 0.538 -0.288
C 1.519 0.004 0.685
N 2.740 0.426 1.062
C 3.297 -0.216 2.078
C 2.710 -1.285 2.739
C 1.462 -1.669 2.277
N 0.874 -1.048 1.274
H 2.889 -1.002 -6.446
H 4.269 -0.090 -6.196
H 0.902 -0.751 -5.117
H -0.038 0.127 -3.008
H 3.440 2.543 -2.436
H 4.392 1.676 -4.578
H 4.278 0.146 2.377
H 3.195 -1.793 3.559
H 0.918 -2.500 2.714
S 3.124 -5.988 -3.367
C 2.327 -4.633 -2.819
S 0.642 -4.716 -2.407
C 0.627 -3.005 -1.943
N 1.789 -2.467 -2.090
N 2.748 -3.355 -2.576
C 4.050 -2.770 -2.737
C 4.238 -1.471 -2.249
C 5.477 -0.859 -2.348
C 6.548 -1.510 -2.940
C 6.359 -2.787 -3.441
C 5.124 -3.419 -3.351
S -0.838 -2.300 -1.443
H 3.407 -0.948 -1.800
H 5.599 0.141 -1.950
H 7.518 -1.030 -3.013
H 7.178 -3.321 -3.907
H 5.003 -4.405 -3.755
C -1.197 3.176 5.742
N -1.079 3.175 4.293
N -1.745 2.182 3.587
C -1.013 1.848 2.452
O -1.450 1.052 1.627
C 0.195 2.627 2.529
C 0.124 3.368 3.658
C 1.146 4.270 4.256
C -3.135 1.956 3.730
C -3.649 0.699 3.420
C -5.013 0.479 3.528
C -5.865 1.491 3.949
C -5.346 2.742 4.253
C -3.984 2.980 4.141
H -2.195 2.851 6.016
H -1.048 4.187 6.114
H -0.469 2.506 6.211
H 0.976 2.638 1.781
H 1.898 4.511 3.509
H 1.642 3.780 5.097
H 0.695 5.194 4.619
H -2.990 -0.087 3.070
H -5.407 -0.498 3.279
H -6.928 1.306 4.035
H -6.005 3.545 4.559
H -3.586 3.966 4.348
*
```